A cluster of 7 separate species, C43H78N3O7S in total at a distorted geometry, computed with the ωB97M-V functional and the def2-TZVPD basis.

Geometry (Å):
C (-2.157, 6.192, 1.915)
C (-3.491, 5.486, 2.556)
C (-3.665, 3.891, 2.218)
C (-2.386, 3.196, 1.463)
N (-2.265, 3.580, -0.023)
N (-2.035, 2.344, -0.656)
C (-0.599, 1.849, -0.575)
C (-0.751, 0.422, -1.375)
C (0.517, -0.598, -1.583)
C (1.538, -0.616, -0.275)
C (0.683, -1.151, 1.046)
C (0.641, -0.376, 2.500)
C (-0.208, -1.004, 3.776)
C (-1.012, -2.447, 3.579)
C (-0.990, -3.206, 2.107)
C (-0.143, -2.569, 0.834)
N (-2.224, 0.283, -1.789)
O (-2.754, -0.793, -2.451)
C (-3.022, -1.752, -1.329)
C (-4.612, -2.117, -1.159)
C (-5.337, -1.467, 0.161)
C (-4.696, -1.926, 1.599)
C (-3.050, 1.481, -1.376)
S (-4.853, 1.928, -1.613)
H (-2.341, 6.338, 0.761)
H (-1.150, 5.631, 2.113)
H (-2.028, 7.277, 2.389)
H (-3.509, 5.658, 3.721)
H (-4.470, 6.026, 2.141)
H (-4.646, 3.669, 1.618)
H (-3.777, 3.338, 3.268)
H (-1.351, 3.335, 2.041)
H (-2.584, 2.019, 1.491)
H (-3.186, 3.974, -0.370)
H (0.360, 2.321, -0.099)
H (0.119, -1.659, -1.876)
H (1.124, -0.196, -2.528)
H (2.049, 0.416, -0.064)
H (2.378, -1.444, -0.458)
H (1.222, 0.633, 2.625)
H (-0.267, -0.470, 4.837)
H (-1.600, -2.941, 4.473)
H (-1.538, -4.231, 1.904)
H (-0.125, -3.119, -0.202)
H (-2.419, -2.765, -1.510)
H (-2.627, -1.339, -0.290)
H (-4.789, -3.294, -1.093)
H (-5.154, -1.720, -2.143)
H (-6.472, -1.834, 0.165)
H (-5.385, -0.290, 0.161)
H (-5.602, -2.039, 2.368)
H (-4.072, -2.918, 1.570)
H (-4.067, -0.992, 1.994)
H (-5.309, 1.623, -2.909)
C (6.408, -0.865, -2.355)
C (5.380, -1.053, -3.440)
C (4.314, -1.859, -2.731)
O (4.355, -1.477, -1.349)
C (5.544, -0.707, -1.123)
H (7.072, -0.013, -2.522)
H (7.023, -1.768, -2.267)
H (4.975, -0.079, -3.740)
H (5.768, -1.551, -4.333)
H (4.523, -2.932, -2.787)
H (3.313, -1.677, -3.133)
H (5.243, 0.337, -0.981)
H (6.041, -1.054, -0.214)
C (2.379, -6.872, -3.834)
C (3.513, -7.136, -2.877)
C (4.666, -6.423, -3.548)
O (4.108, -5.314, -4.267)
C (2.682, -5.466, -4.304)
H (1.389, -6.966, -3.379)
H (2.436, -7.569, -4.678)
H (3.297, -6.670, -1.909)
H (3.708, -8.198, -2.709)
H (5.168, -7.072, -4.273)
H (5.408, -6.060, -2.831)
H (2.249, -4.721, -3.629)
H (2.317, -5.274, -5.316)
C (-5.916, -1.798, -7.033)
C (-4.554, -1.786, -6.390)
C (-4.840, -1.134, -5.055)
O (-6.186, -1.479, -4.703)
C (-6.822, -2.060, -5.850)
H (-6.022, -2.545, -7.825)
H (-6.134, -0.812, -7.460)
H (-4.206, -2.814, -6.237)
H (-3.797, -1.253, -6.972)
H (-4.782, -0.043, -5.125)
H (-4.156, -1.470, -4.269)
H (-6.931, -3.134, -5.664)
H (-7.818, -1.625, -5.980)
C (-1.879, -5.792, -0.536)
C (-1.193, -6.933, 0.171)
C (-0.735, -7.792, -0.987)
O (-0.482, -6.908, -2.088)
C (-1.015, -5.616, -1.765)
H (-1.953, -4.883, 0.067)
H (-2.891, -6.092, -0.830)
H (-0.325, -6.558, 0.725)
H (-1.840, -7.469, 0.870)
H (-1.517, -8.495, -1.295)
H (0.171, -8.359, -0.755)
H (-0.170, -4.947, -1.564)
H (-1.574, -5.224, -2.619)
C (2.756, 4.116, 3.894)
C (2.427, 4.629, 5.272)
C (1.387, 5.687, 4.976)
O (0.690, 5.266, 3.795)
C (1.411, 4.177, 3.204)
H (3.192, 3.113, 3.891)
H (3.460, 4.798, 3.403)
H (1.983, 3.825, 5.871)
H (3.292, 5.021, 5.814)
H (1.853, 6.654, 4.762)
H (0.675, 5.817, 5.797)
H (0.835, 3.261, 3.377)
H (1.500, 4.335, 2.126)
C (5.920, 8.007, 5.623)
C (5.666, 9.457, 5.302)
C (4.179, 9.582, 5.553)
O (3.851, 8.640, 6.584)
C (4.974, 7.768, 6.779)
H (6.962, 7.788, 5.873)
H (5.633, 7.382, 4.770)
H (6.218, 10.095, 6.003)
H (5.952, 9.740, 4.286)
H (3.602, 9.316, 4.662)
H (3.890, 10.588, 5.869)
H (5.440, 8.033, 7.735)
H (4.630, 6.731, 6.833)

Charge ... +1
Total energy ... -75466.1501 eV
E_HOMO ... -10.725 eV
M ... 781.18 g/mol
F_max ... 7.99 eV/A

Atom charges from the Löwdin analysis, given in e for atoms 1 to 4:
1 C -0.14
2 C -0.25
3 C -0.19
4 C -0.19